(1)
Entry from OMol25: C21H17N3O2S3 in the gas phase in a non-equilibrium geometry (ωB97M-V/def2-TZVPD).

Values from the calculation:
- E_HOMO: -8.395 eV
- LUMO level: -0.3 eV
- Charge: 0

```
46
Properties=species:S:1:pos:R:3:mulliken_charge:R:1
O -3.332 -3.767 3.033 -0.5565
N -2.898 -0.470 2.971 -0.4058
N -2.133 0.525 0.961 -0.3433
N 2.603 1.176 1.300 -0.6528
O -1.200 -4.269 3.617 -0.4609
S 1.073 -0.080 3.147 -0.3186
S -4.745 0.014 1.168 -0.1545
S -1.427 -1.292 5.028 -0.1874
C -2.373 -3.628 3.790 0.5469
C -3.100 0.067 1.766 -0.0734
C -1.670 -0.590 3.434 0.9032
C 1.391 0.798 1.679 -0.0674
C -0.925 0.487 1.491 -0.0219
C 2.784 1.736 0.083 0.5912
C 6.897 2.507 -0.988 -0.3700
C 6.513 1.313 -0.392 -0.5370
C 5.907 3.463 -1.218 -0.6359
C 5.195 1.079 -0.092 -0.3585
C 4.560 3.215 -0.931 -0.3164
C -0.631 -0.074 2.711 -0.1035
C 4.186 2.010 -0.326 0.1059
C 0.280 0.974 0.870 0.6638
C 1.676 1.978 -0.743 0.5687
C 0.418 1.595 -0.356 0.1765
C -4.459 -0.871 -0.423 -0.6931
C -2.609 -2.707 4.997 -0.4875
C 1.619 2.654 -2.097 -0.9876
C -0.666 2.001 -1.355 -0.3550
C 0.200 2.201 -2.575 -0.9915
H -1.292 -4.842 2.847 0.3663
H 7.946 2.742 -1.234 0.3537
H 7.205 0.509 -0.203 0.3736
H 6.215 4.400 -1.689 0.3438
H 4.938 0.115 0.354 0.3624
H 3.775 3.919 -1.121 0.4198
H -3.909 -0.204 -1.088 0.1650
H -5.390 -1.160 -0.918 0.3549
H -3.837 -1.772 -0.232 0.2341
H -2.562 -3.300 5.935 0.4094
H -3.613 -2.277 4.885 0.2902
H 2.414 2.214 -2.738 0.3215
H 1.786 3.739 -2.004 0.3069
H -1.355 1.175 -1.522 0.0769
H -1.192 2.883 -1.100 0.3945
H 0.306 1.237 -3.162 0.3092
H -0.231 2.917 -3.218 0.4403
```

(2)
Entry from OMol25: a molecular structure, C6H13NO in a non-equilibrium geometry (ωB97M-V/def2-TZVPD).

Values from the calculation:
- E_HOMO: -9.027 eV
- LUMO level: 0.2 eV
- Charge: 0

```
21
Properties=species:S:1:pos:R:3:mulliken_charge:R:1
C -0.939 2.220 0.547 -0.6931
C -1.117 1.030 -0.506 -0.8949
C -0.157 -0.227 -0.191 0.3661
C -1.006 -1.554 0.643 -0.5976
C 1.072 -0.541 -0.189 0.0681
C 2.364 0.019 -0.499 -0.6601
H -1.172 1.962 1.843 0.2307
H -1.831 2.943 0.129 0.2357
H 0.210 2.594 0.259 0.2072
H -2.081 0.711 -0.920 0.4507
H -0.608 1.481 -1.393 0.3077
H -1.367 -1.507 1.851 0.2131
H -0.294 -2.643 0.494 0.3365
H -2.660 -1.058 -0.460 0.3057
H -1.643 -2.174 -1.099 0.3485
H 0.993 -1.516 0.479 0.1542
H 2.561 -0.347 -1.486 0.2152
H 2.650 1.114 -0.840 0.3444
H 3.789 0.166 1.260 0.3292
N -2.217 -1.941 -0.221 -0.7017
O 3.451 -0.733 0.298 -0.5655
```

Ordered orbital gap results: 8.07, 9.23; unit eV.
Ordered energy relative to the best compared isomer or geometry (same formula, charge and spin) results: 0.0, 219.3; unit kcal/mol.